# 1
The following is a DFT calculation (the ωB97M-V functional and the def2-TZVPD basis) of one molecule with the formula C3H6O3 at a distorted geometry.

Geometry (Å):
C  -1.045  1.517  1.071
O  0.063  0.690  0.714
C  -0.138  -0.086  -0.347
O  -1.151  -0.124  -1.005
C  1.059  -0.941  -0.660
O  0.983  -2.205  -0.031
H  -1.289  2.194  0.248
H  -1.916  0.901  1.302
H  -0.719  2.076  1.947
H  0.894  -1.185  -1.788
H  2.037  -0.480  -0.584
H  0.822  -2.323  -1.033

Properties
**Frontier orbital gap**: 0.4099 Eh
**Electronic energy**: -9348.7262 eV
**Total charge**: 0
**Energy relative to the best compared isomer or geometry (same formula, charge and spin)**: 249.9 kJ/mol


# 2
The following is a DFT calculation (the ωB97M-V functional and the def2-TZVPD basis) of a 2-piece molecular cluster, C3H6O3 overall.

Geometry (Å):
O  1.006  -0.886  -1.285
C  1.063  -0.743  0.060
C  0.940  0.441  0.664
O  0.782  1.567  -0.116
H  0.952  0.019  -1.640
H  1.212  -1.681  0.587
H  0.987  0.565  1.744
H  -0.171  1.672  -0.312
C  -1.677  -0.246  0.082
O  -1.789  0.788  -0.547
H  -1.426  -1.204  -0.403
H  -1.880  -0.293  1.166

Properties
**Frontier orbital gap**: 0.3613 Eh
**Electronic energy**: -9348.8925 eV
**Total charge**: 0
**Energy relative to the best compared isomer or geometry (same formula, charge and spin)**: 233.9 kJ/mol


# 3
The following is a DFT calculation (the ωB97M-V functional and the def2-TZVPD basis) of an isolated ion of composition C3H6O3P and charge -1 at a distorted geometry.

Geometry (Å):
C  -0.759  -1.287  0.093
C  -0.036  0.000  -0.085
C  -0.885  1.316  -0.041
O  0.814  0.056  -1.262
P  1.702  0.041  0.168
O  2.484  1.310  0.449
O  2.431  -1.301  0.322
H  0.054  -2.107  0.040
H  -1.303  -1.528  -0.858
H  -1.458  -1.339  1.056
H  -0.177  2.024  -0.373
H  -0.946  1.474  1.101
H  -1.919  1.341  -0.609

Properties
**Frontier orbital gap**: 0.3231 Eh
**Electronic energy**: -18641.8230 eV
**Total charge**: -1
**Energy relative to the best compared isomer or geometry (same formula, charge and spin)**: 95.3 kJ/mol


# 4
The following is a DFT calculation (the ωB97M-V functional and the def2-TZVPD basis) of C3H6O3Rb as an isolated structure at a distorted geometry.

Geometry (Å):
Rb  -3.041  -3.865  2.583
C  -6.557  -5.725  5.527
O  -7.317  -4.960  4.524
C  -6.532  -4.726  3.472
O  -5.505  -5.296  3.294
O  -7.124  -3.974  2.569
C  -6.411  -3.825  1.379
H  -5.579  -5.241  5.717
H  -6.376  -6.772  5.239
H  -7.148  -5.759  6.421
H  -7.068  -3.989  0.562
H  -5.529  -4.406  1.263
H  -6.098  -2.790  1.295

Properties
**Frontier orbital gap**: 0.3950 Eh
**Electronic energy**: -10000.5367 eV
**Total charge**: +1
**Energy relative to the best compared isomer or geometry (same formula, charge and spin)**: 26.2 kJ/mol


# 5
The following is a DFT calculation (the ωB97M-V functional and the def2-TZVPD basis) of a 2-piece molecular cluster, C3H6O3S overall at a distorted geometry.

Geometry (Å):
O  0.400  -0.527  -1.358
C  0.731  -0.269  -0.153
O  1.804  -0.584  0.398
C  -0.355  0.391  0.742
C  -0.233  1.930  0.861
S  -1.271  2.650  2.261
H  -0.248  -0.008  1.752
H  -1.346  0.034  0.444
H  0.791  2.168  1.133
H  -0.597  2.331  -0.081
H  0.547  -3.257  -1.780
H  -0.049  -1.960  -1.943
O  -0.173  -2.899  -2.276

Properties
**Frontier orbital gap**: 0.2108 Eh
**Electronic energy**: -20186.0771 eV
**Total charge**: -2
**Energy relative to the best compared isomer or geometry (same formula, charge and spin)**: 28.1 kJ/mol


# 6
The following is a DFT calculation (the ωB97M-V functional and the def2-TZVPD basis) of a 2-piece molecular cluster, C3H6O3S overall at a distorted geometry.

Geometry (Å):
O  2.185  0.939  0.856
C  2.514  0.240  -0.068
O  2.590  -1.169  0.193
O  2.707  0.691  -1.288
H  2.675  -1.233  1.154
H  2.944  0.054  -1.977
C  -2.689  0.579  0.274
C  -1.760  -0.541  0.108
S  -0.513  -0.713  -0.926
H  -2.948  0.904  1.296
H  -3.523  0.113  -0.123
H  -2.325  1.433  -0.233
H  -1.858  -1.297  0.735

Properties
**Frontier orbital gap**: 0.3184 Eh
**Electronic energy**: -20184.9256 eV
**Total charge**: 0
**Energy relative to the best compared isomer or geometry (same formula, charge and spin)**: 0.0 kJ/mol


# 7
The following is a DFT calculation (the ωB97M-V functional and the def2-TZVPD basis) of one molecule with the formula C3H6O3S at a distorted geometry.

Geometry (Å):
C  -2.024  -0.298  0.117
C  1.564  0.405  1.052
C  -0.124  0.136  -1.605
O  -2.839  0.576  0.032
O  -0.790  0.022  0.728
O  0.801  -1.942  0.004
S  0.485  -0.527  -0.174
H  -2.237  -1.249  -0.311
H  0.899  0.782  1.887
H  2.124  -0.401  1.597
H  2.000  1.202  0.561
H  -0.430  1.101  -1.369
H  0.570  0.193  -2.517

Properties
**Frontier orbital gap (spin up / spin down)**: 0.1846 / 0.1950 Eh
**Electronic energy**: -20177.0653 eV
**Total charge**: 0
**Energy relative to the best compared isomer or geometry (same formula, charge and spin)**: 446.1 kJ/mol
**<S²>**: 2.02
**Spin multiplicity**: 3


# 8
The following is a DFT calculation (the ωB97M-V functional and the def2-TZVPD basis) of C3H6O3Sc as an isolated structure at a distorted geometry.

Geometry (Å):
H  -1.328  -1.414  -0.179
O  -1.144  -0.481  0.103
Sc  2.638  0.250  -0.035
O  0.571  0.982  0.114
C  0.223  -0.203  0.136
O  0.965  -1.172  -0.090
C  -2.196  0.591  -0.119
C  -3.544  -0.042  0.036
H  -1.961  1.336  0.644
H  -1.996  0.971  -1.124
H  -3.689  -0.446  1.044
H  -4.281  0.758  -0.123
H  -3.722  -0.818  -0.720

Properties
**Frontier orbital gap**: 0.1880 Eh
**Electronic energy**: -30014.5162 eV
**Total charge**: +3
**Energy relative to the best compared isomer or geometry (same formula, charge and spin)**: 0.0 kJ/mol


# 9
The following is a DFT calculation (the ωB97M-V functional and the def2-TZVPD basis) of a 2-piece molecular cluster, C3H6O4 overall at a distorted geometry.

Geometry (Å):
C  -0.842  -0.053  -0.605
C  1.329  -0.418  1.132
C  -1.675  1.000  0.027
O  0.172  0.121  -1.217
O  -1.562  -1.278  -0.618
O  1.752  0.769  1.078
O  1.952  -1.432  0.561
H  -1.626  0.557  1.075
H  -2.636  0.998  -0.434
H  -1.148  1.987  -0.236
H  -1.094  -1.933  -1.288
H  2.527  0.960  0.424
H  2.851  -1.278  0.101

Properties
**Frontier orbital gap**: 0.3456 Eh
**Electronic energy**: -11395.7765 eV
**Total charge**: 0
**Energy relative to the best compared isomer or geometry (same formula, charge and spin)**: 281.4 kJ/mol


# 10
The following is a DFT calculation (the ωB97M-V functional and the def2-TZVPD basis) of C3H6O4S as an isolated structure at a distorted geometry.

Geometry (Å):
C  -0.501  0.190  0.325
C  0.569  0.939  -0.453
C  -0.007  -1.208  0.650
O  2.305  -0.885  -1.082
O  3.184  0.941  0.314
O  1.618  -0.692  1.259
O  0.205  -2.101  -0.280
S  2.112  0.059  0.004
H  -0.698  0.690  1.274
H  -1.434  0.105  -0.241
H  0.479  0.824  -1.529
H  0.642  1.988  -0.192
H  -0.426  -1.649  1.554
H  0.905  -1.781  -0.924

Properties
**Frontier orbital gap**: 0.4284 Eh
**Electronic energy**: -22232.4377 eV
**Total charge**: 0
**Energy relative to the best compared isomer or geometry (same formula, charge and spin)**: 88.2 kJ/mol


Copy entry 9 word for word.
The following is a DFT calculation (the ωB97M-V functional and the def2-TZVPD basis) of a 2-piece molecular cluster, C3H6O4 overall at a distorted geometry.

Geometry (Å):
C  -0.842  -0.053  -0.605
C  1.329  -0.418  1.132
C  -1.675  1.000  0.027
O  0.172  0.121  -1.217
O  -1.562  -1.278  -0.618
O  1.752  0.769  1.078
O  1.952  -1.432  0.561
H  -1.626  0.557  1.075
H  -2.636  0.998  -0.434
H  -1.148  1.987  -0.236
H  -1.094  -1.933  -1.288
H  2.527  0.960  0.424
H  2.851  -1.278  0.101

Properties
**Frontier orbital gap**: 0.3456 Eh
**Electronic energy**: -11395.7765 eV
**Total charge**: 0
**Energy relative to the best compared isomer or geometry (same formula, charge and spin)**: 281.4 kJ/mol


Repeat the eighth record exactly.
The following is a DFT calculation (the ωB97M-V functional and the def2-TZVPD basis) of C3H6O3Sc as an isolated structure at a distorted geometry.

Geometry (Å):
H  -1.328  -1.414  -0.179
O  -1.144  -0.481  0.103
Sc  2.638  0.250  -0.035
O  0.571  0.982  0.114
C  0.223  -0.203  0.136
O  0.965  -1.172  -0.090
C  -2.196  0.591  -0.119
C  -3.544  -0.042  0.036
H  -1.961  1.336  0.644
H  -1.996  0.971  -1.124
H  -3.689  -0.446  1.044
H  -4.281  0.758  -0.123
H  -3.722  -0.818  -0.720

Properties
**Frontier orbital gap**: 0.1880 Eh
**Electronic energy**: -30014.5162 eV
**Total charge**: +3
**Energy relative to the best compared isomer or geometry (same formula, charge and spin)**: 0.0 kJ/mol